9
Properties=species:S:1:pos:R:3:lowdin_charge:R:1 method="wB97M-V/def2-TZVPD" total_charge=-1 de_lowest_kj_mol=334.74 largest_force_ev_per_a=4.43 orbital_gap_ha="0.2760 / 0.2757" lumo_energy_ev="4.22 / 4.22" total_energy_ha=-324.976089
F -2.8403 0.1011 0.4274 -0.616
O 2.0629 1.7489 0.8352 -0.247
N -0.8126 -0.4676 -0.9164 -0.019
N 1.8373 0.5194 1.1449 -0.101
C 0.3201 -0.5550 -0.4264 -0.098
H -1.2101 -0.7922 -1.7809 0.076
H 1.1337 -0.7444 -1.0711 -0.021
H -1.6632 -0.2777 -0.1378 0.013
H 1.1723 0.4675 1.9252 0.013